No. 1
Here is an isolated ion of composition C2H4N3S and charge -1 at a distorted geometry from the OMol25 dataset. Energies are from the ωB97M-V functional and the def2-TZVPD basis.

The value obtained for the energy relative to the best compared isomer or geometry (same formula, charge and spin) is 0.0 kJ/mol. Its SMILES is S=[N+]1[N-]CC[N-]1. For the frontier orbital gap, the calculation gives 7.3424 eV. The calculation puts the LUMO energy at 4.18 eV. As for the total charge: -1.

Geometry as XYZ:
```
10
C2H4N3S, DFT the ωB97M-V functional and the def2-TZVPD basis
S 2.139 0.535 -2.088
N 1.011 0.218 -0.883
N 0.985 0.960 0.141
C -0.334 0.524 0.854
C -0.696 -0.788 0.062
N 0.140 -0.692 -1.088
H -0.919 1.396 0.508
H -0.287 0.429 1.914
H -0.387 -1.661 0.870
H -1.653 -0.922 -0.289
```

No. 2
Here is a 11-piece molecular cluster, C34H78N4O15S3 overall at a distorted geometry from the OMol25 dataset. Energies are from the ωB97M-V functional and the def2-TZVPD basis.

For the frontier orbital gap, the calculation gives 9.2182 eV. The calculation puts the LUMO energy at 0.40 eV.

Geometry as XYZ:
```
134
C34H78N4O15S3, DFT the ωB97M-V functional and the def2-TZVPD basis
C -4.530 3.070 1.429
S -3.591 2.094 0.214
O -4.564 1.181 -0.490
C -3.212 3.441 -0.974
H -4.835 2.370 2.207
H -5.429 3.445 0.942
H -3.921 3.831 1.914
H -4.125 3.956 -1.270
H -2.720 2.958 -1.812
H -2.555 4.190 -0.529
C 0.195 -3.641 -5.484
S 0.504 -3.714 -3.709
O 1.994 -3.699 -3.539
C -0.091 -2.082 -3.208
H 1.028 -3.159 -5.996
H -0.707 -3.059 -5.674
H 0.131 -4.666 -5.841
H -0.057 -1.281 -3.949
H 0.523 -1.804 -2.351
H -1.127 -2.175 -2.867
C -0.435 0.496 -0.980
S -0.903 -0.195 0.637
O -1.543 -1.515 0.366
C 0.783 -0.458 1.333
H -0.199 -0.274 -1.715
H 0.512 1.038 -0.900
H -1.238 1.159 -1.284
H 1.355 -1.125 0.682
H 0.753 -0.853 2.345
H 1.344 0.479 1.296
C 0.685 -1.250 5.589
O 1.708 -1.568 6.149
N 0.139 -1.918 4.528
C 0.802 -3.108 4.038
C -1.196 -1.614 4.117
H 0.029 -0.399 5.837
H 0.393 -3.980 4.559
H 1.869 -3.078 4.238
H 0.635 -3.231 2.967
H -1.273 -1.547 3.026
H -1.936 -2.361 4.422
H -1.549 -0.633 4.438
C -3.364 -3.137 -1.529
O -3.380 -2.583 -2.616
N -2.707 -4.266 -1.246
C -2.627 -4.699 0.134
C -2.228 -5.220 -2.222
H -3.804 -2.655 -0.649
H -3.165 -5.627 0.342
H -2.838 -3.915 0.856
H -1.584 -4.963 0.357
H -2.302 -6.235 -1.816
H -2.741 -5.232 -3.177
H -1.143 -5.101 -2.285
C -4.372 -0.734 -5.187
O -4.675 -1.150 -6.293
N -4.384 0.556 -4.804
C -4.822 1.628 -5.664
C -4.183 0.888 -3.399
H -3.975 -1.403 -4.411
H -5.701 2.133 -5.252
H -4.969 1.309 -6.688
H -4.029 2.386 -5.591
H -3.391 1.627 -3.263
H -5.104 1.390 -3.087
H -4.033 0.059 -2.715
C -2.358 2.626 5.264
O -3.393 2.657 4.608
N -1.150 2.476 4.696
C 0.032 2.693 5.512
C -0.951 2.261 3.281
H -2.365 2.735 6.353
H 0.577 3.614 5.295
H 0.759 1.919 5.235
H -0.167 2.579 6.574
H -1.825 2.461 2.672
H -0.088 2.781 2.863
H -0.639 1.214 3.193
O 2.010 6.159 1.014
C 1.077 5.442 0.746
O 0.115 5.064 1.565
C -0.180 5.864 2.734
C -1.629 5.814 3.116
C 1.023 4.735 -0.582
H 0.093 6.898 2.521
H 0.483 5.475 3.508
H -1.791 6.516 3.934
H -1.959 4.831 3.465
H -2.334 6.053 2.317
H 1.244 3.668 -0.476
H 1.643 5.141 -1.372
H -0.003 4.656 -0.962
O 5.320 -3.457 0.287
C 4.477 -4.227 -0.109
O 4.713 -5.431 -0.613
C 6.078 -5.847 -0.698
C 6.043 -7.347 -0.925
C 3.014 -3.926 0.063
H 6.640 -5.609 0.206
H 6.566 -5.332 -1.527
H 6.978 -7.882 -0.742
H 5.790 -7.573 -1.962
H 5.325 -7.832 -0.264
H 2.538 -3.604 -0.864
H 2.914 -3.114 0.779
H 2.505 -4.809 0.452
O 1.826 2.243 -2.970
C 1.910 1.188 -3.558
O 1.102 0.746 -4.501
C 0.051 1.608 -4.957
C -0.997 0.773 -5.678
C 2.955 0.179 -3.180
H 0.389 2.343 -5.695
H -0.289 2.210 -4.113
H -1.848 1.401 -5.936
H -1.334 -0.049 -5.044
H -0.568 0.352 -6.586
H 2.603 -0.738 -2.713
H 3.620 0.736 -2.522
H 3.517 -0.105 -4.072
O 2.190 3.328 3.230
C 3.369 3.159 3.056
O 3.997 2.015 3.326
C 3.198 0.986 3.906
C 3.848 -0.364 3.674
C 4.290 4.173 2.462
H 2.180 0.956 3.517
H 3.059 1.120 4.981
H 3.429 -1.121 4.344
H 4.915 -0.392 3.887
H 3.611 -0.765 2.686
H 4.683 3.841 1.496
H 5.201 4.311 3.047
H 3.839 5.140 2.263
```

What is the formula in the second record? C34H78N4O15S3